1.
# C21H22N2O5S

An isolated molecule of C21H22N2O5S at a distorted geometry (wB97M-V/def2-TZVPD, the Open Molecules 2025 dataset).

Properties
DFT total energy in eV: -46186.1171
SMILES: COc1ccc(N(CC(=O)NCc2ccco2)S(=O)(=O)c2ccc(C)cc2)cc1
ΔE to the lowest compared entry with this formula, charge and spin in kcal per mole: 51.30
Frontier orbital gap in eV: 8.5128
HOMO in eV: -8.1
LUMO level in Ha: 0.016

```
51
Properties=species:S:1:pos:R:3:forces:R:3
C 0.32314 -5.55025 0.55680 -0.110 -0.113 0.115
O 1.07737 -4.75624 -0.32544 0.142 0.236 -0.179
C 0.76094 -3.43551 -0.44262 0.073 0.158 -0.118
C -0.28377 -2.80076 0.21786 0.028 -0.236 0.058
C -0.51639 -1.45042 0.01866 0.153 -0.071 -0.170
C 0.29496 -0.69965 -0.82204 -0.101 -0.936 0.238
N 0.03393 0.67128 -0.98057 -0.447 0.919 0.798
C 0.55920 1.40153 -2.11391 0.131 0.262 -0.272
C 2.06453 1.69725 -1.99919 -0.368 0.035 -0.105
O 2.86567 1.31452 -2.82720 0.137 -0.162 -0.251
N 2.37942 2.42016 -0.91393 0.191 0.245 0.503
C 3.74639 2.63846 -0.50860 0.419 -0.035 -0.066
C 4.14079 1.71647 0.60595 -0.788 -0.242 0.096
C 3.40072 0.94071 1.44790 0.215 0.408 -0.459
C 4.33377 0.27633 2.28541 0.589 0.101 -0.048
C 5.56235 0.69825 1.88996 -0.328 -0.530 0.617
O 5.45738 1.57137 0.87061 0.157 0.366 -0.364
S -0.53914 1.53070 0.33231 -0.168 0.021 -0.135
O 0.00666 1.00880 1.54944 -0.283 -0.231 -0.069
O -0.29414 2.92185 0.04807 -0.180 0.007 -0.292
C -2.30971 1.27990 0.31549 0.523 0.080 0.023
C -2.99785 1.37657 -0.87733 -0.008 0.010 -0.073
C -4.37421 1.22698 -0.87890 0.099 0.024 0.053
C -5.06464 0.98701 0.30411 0.090 -0.010 0.032
C -6.55375 0.83800 0.31263 -0.019 0.012 0.021
C -4.34823 0.89596 1.49509 0.060 0.046 -0.134
C -2.97361 1.04381 1.50511 0.135 -0.018 0.141
C 1.33922 -1.33855 -1.49010 -0.124 0.187 0.038
C 1.56047 -2.68610 -1.30513 -0.138 -0.265 0.172
H -0.72718 -5.60594 0.25171 0.034 0.013 0.022
H 0.38372 -5.17856 1.58476 -0.013 -0.004 -0.032
H 0.76398 -6.54476 0.50753 -0.074 0.054 0.042
H -0.93250 -3.34155 0.88832 -0.043 -0.082 0.053
H -1.33634 -0.97865 0.53480 -0.077 -0.141 0.050
H 0.37994 0.83019 -3.02899 0.071 0.066 0.144
H 0.02393 2.35225 -2.15808 0.100 -0.076 -0.200
H 1.63882 2.71689 -0.29124 0.090 0.064 -0.159
H 4.38426 2.44667 -1.37815 -0.082 0.125 0.141
H 3.87373 3.68354 -0.20316 0.018 -0.112 -0.095
H 2.33397 0.84975 1.48541 -0.207 0.017 -0.077
H 4.10880 -0.41663 3.06956 0.038 -0.163 0.183
H 6.55071 0.46674 2.23380 0.168 0.024 -0.029
H -2.45786 1.56266 -1.79194 0.012 0.003 -0.182
H -4.91764 1.29954 -1.80929 -0.051 -0.002 -0.088
H -7.00904 1.67474 0.84118 -0.088 0.032 0.010
H -6.84268 -0.07545 0.82902 -0.076 -0.053 0.008
H -6.95093 0.81130 -0.69821 -0.076 -0.013 -0.043
H -4.87507 0.71033 2.41937 -0.038 -0.026 0.108
H -2.39923 0.97278 2.41544 -0.002 -0.036 0.156
H 1.98734 -0.79158 -2.15335 0.110 0.089 -0.111
H 2.36778 -3.18270 -1.81893 0.106 -0.046 -0.071
```
Forces are in eV/Å.


2.
# C21H22N2OS

An isolated molecule of C21H22N2OS (wB97M-V/def2-TZVPD, the Open Molecules 2025 dataset).

Properties
DFT total energy in eV: -37997.7392
SMILES: Cc1ccc(C)c(N2CCN(C(=O)c3csc4ccccc34)CC2)c1
ΔE to the lowest compared entry with this formula, charge and spin in kcal per mole: 17.42
Frontier orbital gap in eV: 8.9066
HOMO in eV: -8.3
LUMO level in Ha: 0.023

```
47
Properties=species:S:1:pos:R:3:forces:R:3
C 5.53581 2.23477 0.07057 0.030 -0.040 -0.070
C 4.76390 0.96444 0.26505 -0.010 -0.003 0.051
C 5.37975 -0.16946 0.77729 -0.032 0.018 -0.007
C 4.66475 -1.34159 0.93196 0.019 0.079 0.016
C 3.32341 -1.42439 0.58684 -0.055 0.003 -0.011
C 2.58529 -2.71980 0.73728 0.027 0.029 0.020
C 2.69222 -0.28354 0.08039 0.178 -0.212 -0.022
N 1.32030 -0.37344 -0.27041 0.051 0.063 0.019
C 0.87173 0.37685 -1.43263 -0.222 0.097 -0.200
C 0.01215 1.58209 -1.06346 0.182 0.144 -0.296
N -1.17091 1.11648 -0.36191 0.236 0.009 -0.118
C -2.29285 1.86771 -0.40482 -0.077 -0.069 0.146
O -2.33949 2.94020 -0.97745 -0.055 0.286 -0.074
C -3.48156 1.27331 0.27562 -0.257 0.349 0.192
C -4.07695 1.80833 1.36521 -0.080 -0.253 -0.057
S -5.46427 0.92607 1.90818 0.196 -0.072 -0.281
C -5.27847 -0.21060 0.60197 0.208 0.280 0.109
C -6.08823 -1.30125 0.32216 -0.060 -0.122 -0.073
C -5.78591 -2.07608 -0.77809 -0.143 -0.012 0.131
C -4.69862 -1.76525 -1.59484 0.130 0.010 -0.112
C -3.89212 -0.68429 -1.31809 -0.018 -0.018 -0.013
C -4.16697 0.10670 -0.20144 -0.328 -0.180 0.187
C -1.01843 -0.10748 0.39673 0.043 -0.408 0.300
C 0.42459 -0.23930 0.86959 -0.192 -0.046 0.170
C 3.42148 0.89153 -0.07289 -0.004 -0.026 0.039
H 4.87191 3.09552 0.04028 0.004 0.088 0.003
H 6.08462 2.19672 -0.87115 0.059 0.082 -0.036
H 6.25790 2.37418 0.87223 0.052 0.070 0.030
H 6.42405 -0.13432 1.05151 0.120 0.007 0.031
H 5.15996 -2.21989 1.32157 0.048 -0.104 0.025
H 3.25687 -3.55842 0.56747 0.012 -0.081 0.018
H 1.76422 -2.76690 0.02663 -0.077 -0.062 -0.014
H 2.17813 -2.81843 1.74437 -0.083 -0.077 0.047
H 1.73366 0.68892 -2.02320 -0.083 -0.021 0.024
H 0.27229 -0.29865 -2.05824 0.052 0.170 -0.078
H -0.31529 2.12605 -1.95298 0.100 -0.042 0.105
H 0.57347 2.28087 -0.43043 -0.018 0.001 -0.103
H -3.77582 2.68277 1.90858 0.120 0.216 0.046
H -6.93526 -1.52707 0.95098 -0.108 -0.070 0.040
H -6.40366 -2.92868 -1.01606 -0.058 -0.073 -0.013
H -4.49292 -2.38054 -2.45799 0.024 -0.040 -0.073
H -3.06266 -0.43016 -1.96112 0.116 -0.008 -0.090
H -1.28043 -0.98029 -0.21482 0.005 0.012 0.107
H -1.68668 -0.08511 1.26098 0.098 -0.061 -0.101
H 0.67951 0.64009 1.48517 -0.011 -0.080 -0.023
H 0.52034 -1.12541 1.50164 -0.064 0.067 0.049
H 2.93520 1.77678 -0.45823 -0.075 0.096 -0.042
```
Forces are in eV/Å.


3.
# C21H22N4O

An isolated molecule of C21H22N4O at a distorted geometry (wB97M-V/def2-TZVPD, the Open Molecules 2025 dataset).

Properties
DFT total energy in eV: -30141.9152
SMILES: CCC(=O)N1CCN(c2nnc(-c3ccccc3)c3ccccc23)CC1
ΔE to the lowest compared entry with this formula, charge and spin in kcal per mole: 41.21
Frontier orbital gap in eV: 8.2050
HOMO in eV: -8.0
LUMO level in Ha: 0.009

```
48
Properties=species:S:1:pos:R:3:forces:R:3
C -2.00425 -2.36326 2.82265 -0.091 0.133 -0.109
C -2.75862 -1.38456 1.93158 0.258 -0.327 0.077
C -2.57901 -1.74870 0.46319 -0.299 0.183 0.266
O -1.92997 -2.70944 0.10852 0.250 -0.285 0.076
N -3.22607 -0.95881 -0.43816 -0.066 0.067 -0.317
C -3.87577 0.29445 -0.15335 0.089 0.199 0.137
C -2.87780 1.45276 -0.39210 -0.278 0.062 0.204
N -1.96304 1.10430 -1.46438 0.019 0.179 -0.164
C -0.63744 0.85229 -1.19909 0.523 -0.026 -0.069
N -0.09198 -0.15236 -1.85273 -1.395 0.393 -0.027
N 1.14901 -0.51893 -1.64989 1.392 -0.395 0.288
C 1.89076 0.05300 -0.73658 -0.349 0.230 -0.121
C 3.22953 -0.52575 -0.54302 0.288 -0.136 0.007
C 3.35106 -1.89213 -0.30744 -0.045 0.128 0.027
C 4.59885 -2.46130 -0.13503 0.059 -0.085 0.007
C 5.73820 -1.67685 -0.20885 0.061 -0.026 -0.001
C 5.62552 -0.32144 -0.46946 0.127 0.051 0.010
C 4.37905 0.25397 -0.63701 -0.080 -0.062 -0.010
C 1.43944 1.20635 -0.01747 -0.536 -0.054 -0.201
C 2.21622 1.89543 0.93211 0.039 0.091 0.134
C 1.76775 3.07233 1.46939 0.156 -0.123 -0.006
C 0.55088 3.62175 1.04909 -0.228 0.031 -0.090
C -0.25337 2.94089 0.17240 -0.001 0.132 0.053
C 0.14285 1.68726 -0.32766 0.458 -0.283 0.032
C -2.58748 0.25078 -2.45783 -0.085 -0.098 -0.173
C -2.93298 -1.12157 -1.85291 0.153 -0.235 -0.204
H -2.13669 -2.10373 3.87048 -0.001 0.010 0.084
H -2.36697 -3.37393 2.65742 0.034 -0.084 0.027
H -0.94434 -2.34565 2.58331 0.072 -0.057 0.024
H -2.38566 -0.37098 2.09936 -0.129 0.076 -0.011
H -3.82351 -1.40699 2.17660 0.000 0.142 -0.032
H -4.73271 0.38554 -0.82870 0.013 0.014 0.121
H -4.24983 0.32743 0.86802 -0.035 0.014 -0.072
H -2.31028 1.63045 0.52235 -0.101 -0.001 -0.084
H -3.42785 2.36630 -0.65068 0.025 -0.009 0.137
H 2.45721 -2.49521 -0.26084 -0.093 -0.059 -0.004
H 4.68433 -3.52130 0.05423 0.001 -0.081 0.017
H 6.71329 -2.12178 -0.07407 0.068 -0.035 0.010
H 6.51292 0.29028 -0.54734 0.063 0.034 -0.018
H 4.29764 1.30648 -0.87025 -0.011 0.073 0.007
H 3.16899 1.48429 1.22815 0.048 0.011 0.033
H 2.36446 3.59790 2.20046 0.066 0.018 0.044
H 0.24327 4.58628 1.42572 -0.040 0.068 0.004
H -1.17634 3.38489 -0.16637 -0.095 0.014 0.027
H -1.89282 0.12252 -3.28597 -0.191 -0.007 -0.015
H -3.48416 0.76738 -2.81115 0.039 -0.012 -0.019
H -3.79351 -1.56390 -2.36653 0.045 0.014 -0.043
H -2.07873 -1.79673 -1.93017 -0.199 0.112 -0.060
```
Forces are in eV/Å.